Computed, not measured: a molecular structure, C56H126F8KN11O16S8 in a non-equilibrium geometry, with the ωB97M-V functional and the def2-TZVPD basis.

Its LUMO energy is -6.8 eV. The total energy is -8598.6720 Ha. Its HOMO energy is -15.9 eV. For the molar mass, the calculation gives 1657.30 g mol⁻¹. Its charge is +4. As for the spin multiplicity: 1. The orbital gap is 9.08 eV.

```
226
Properties=species:S:1:pos:R:3:forces:R:3:mulliken_charge:R:1
K 4.13041 -2.09001 0.78524 0.1 -0.2 -0.3 0.935
C -2.60472 -2.60391 -2.42628 0.2 1.2 0.9 -0.772
C -3.56465 -2.93498 -1.25864 -0.4 -0.4 -1.2 0.432
C -4.99752 -2.82085 -1.75188 -0.3 -0.8 0.5 -1.558
N -6.04845 -2.92066 -0.63379 0.7 0.4 -0.6 0.542
C -5.83003 -4.19930 0.07832 -1.4 -0.3 1.3 -1.135
C -6.01248 -1.73401 0.33563 -0.4 -0.1 -0.1 -0.195
C -7.46472 -1.26086 0.59350 0.1 -1.1 -1.1 -0.053
C -8.31131 -2.18824 -0.32701 -0.6 0.2 1.1 -0.983
C -7.39793 -2.90615 -1.28451 -0.5 0.6 -0.3 -0.571
H -3.03477 -2.65546 -3.42496 -0.2 -0.4 0.1 0.526
H -1.70611 -3.20849 -2.34762 0.0 -0.1 -0.2 0.105
H -2.33096 -1.55448 -2.28465 0.2 0.0 -0.3 -0.028
H -3.47462 -2.25525 -0.41106 0.6 -0.2 0.1 0.048
H -3.32801 -3.97195 -1.02678 -0.3 0.1 0.7 0.415
H -5.27020 -3.70288 -2.33456 0.3 0.2 -0.5 0.402
H -5.18090 -1.91313 -2.32412 0.0 0.1 0.2 0.553
H -4.90520 -4.23962 0.64176 0.3 0.1 -0.5 0.324
H -6.01063 -5.04591 -0.57719 0.5 0.1 -0.2 0.323
H -6.61370 -4.26644 0.84306 0.0 0.0 -0.1 0.523
H -5.54977 -2.12825 1.23563 0.3 0.4 0.0 0.248
H -5.42937 -0.95380 -0.14934 0.2 0.0 0.2 -0.019
H -7.79258 -1.43115 1.61447 0.2 0.2 0.1 0.254
H -7.63204 -0.22611 0.30824 0.3 0.1 0.1 0.207
H -8.80167 -2.92522 0.31073 -0.1 0.0 -0.1 0.390
H -9.10257 -1.61631 -0.80400 0.0 -0.2 -0.3 0.420
H -7.77312 -3.90550 -1.48789 0.4 -0.1 0.0 0.314
H -7.30400 -2.37754 -2.23123 0.1 0.0 0.0 0.435
C 1.31271 -0.80664 -3.09577 0.7 0.5 -0.4 -1.624
C 0.87956 -0.87874 -1.63268 0.9 -0.3 0.1 1.066
C 0.65803 0.52185 -1.10589 -1.4 0.0 -0.5 0.834
N 0.25998 0.66967 0.34921 1.3 0.2 0.4 1.095
C 0.11404 2.13885 0.57639 -0.8 0.1 0.0 0.094
C 1.35859 0.10279 1.23863 0.0 -0.6 -0.4 1.431
C 0.84448 -1.24748 1.72103 0.0 0.1 0.3 -0.162
C -0.68847 -1.18320 1.65184 0.2 -0.6 -0.4 -0.696
C -1.01801 -0.06639 0.66820 -0.4 0.1 0.1 0.527
H 1.75573 -1.72407 -3.47459 -0.4 -0.4 0.2 0.548
H 2.14964 -0.10411 -3.20456 -0.1 0.1 0.2 -0.063
H 0.53470 -0.47451 -3.78510 -0.2 -0.1 0.2 0.285
H 1.73963 -1.27370 -1.07820 -0.1 -0.3 -0.1 -0.353
H 0.07206 -1.60101 -1.51056 -0.2 0.3 0.2 -0.016
H -0.19676 0.98430 -1.59449 0.1 0.0 -0.3 -0.198
H 1.52691 1.13750 -1.33070 0.1 0.0 0.5 -0.287
H -0.76061 2.41409 -0.00533 0.0 0.3 -0.1 -0.064
H 0.98440 2.69353 0.24105 0.2 -0.2 0.0 -0.001
H -0.09551 2.32460 1.62211 0.1 0.0 0.2 -0.386
H 1.66742 0.76383 2.04286 -0.5 0.4 -0.1 -0.165
H 2.17848 -0.00548 0.53529 0.3 0.0 0.3 -0.542
H 1.12954 -1.50565 2.74375 0.3 0.2 0.0 0.701
H 1.22869 -2.03024 1.06912 -0.3 -0.1 0.0 -1.011
H -1.15810 -0.96430 2.60675 0.3 0.0 0.1 0.276
H -0.99691 -2.18343 1.34203 -0.4 0.2 -0.2 0.743
H -1.69124 0.65306 1.13082 0.0 0.1 -0.1 -0.155
H -1.46913 -0.38456 -0.27040 0.1 -0.1 0.0 -0.640
C -9.80482 2.15260 2.99379 0.0 0.2 0.0 -1.541
C -8.38020 1.66770 2.74962 0.4 0.8 -0.5 0.238
C -7.45132 2.13228 3.85836 -0.2 -0.9 0.5 -1.016
N -6.01911 1.64708 3.75581 0.1 -0.6 0.4 0.963
C -6.02452 0.16649 3.73609 -0.4 -0.9 0.9 -0.869
C -5.23993 2.20745 2.59729 -0.4 1.8 0.5 -1.242
C -3.80378 2.28766 3.09034 -0.4 -1.5 -0.8 0.366
C -3.92293 2.63339 4.56394 1.3 0.7 -0.4 -0.447
C -5.27567 2.11433 5.01511 0.2 0.6 0.1 -0.732
H -10.25146 1.63409 3.84088 -0.2 0.0 -0.1 0.371
H -10.41091 2.03123 2.09820 -0.1 -0.3 0.1 0.413
H -9.83887 3.22559 3.19172 0.2 0.0 0.1 0.376
H -8.04526 2.06483 1.78474 0.1 -0.1 0.0 0.271
H -8.34113 0.58257 2.69842 -0.2 0.0 0.0 0.080
H -7.82990 1.64590 4.76327 0.1 0.3 0.2 0.404
H -7.40100 3.19869 4.06406 -0.2 0.1 -0.4 0.560
H -6.56874 -0.17105 4.62287 -0.4 0.1 -0.2 0.441
H -5.06948 -0.32616 3.91500 0.4 0.7 -0.6 0.490
H -6.53273 -0.20873 2.85260 0.3 0.1 0.0 -0.354
H -5.42366 1.73129 1.63997 0.0 -0.4 0.2 0.573
H -5.64225 3.22465 2.52718 0.1 0.0 -0.3 0.342
H -3.39256 1.28549 2.92338 0.4 0.2 0.2 -0.539
H -3.25523 2.98050 2.46403 0.2 0.1 0.2 0.768
H -3.06826 2.30327 5.15589 -0.2 -0.6 -0.1 0.037
H -3.75324 3.71285 4.61907 -0.9 0.1 0.3 0.428
H -5.21574 1.28066 5.70844 -0.1 0.0 0.0 0.300
H -5.84636 2.91386 5.47960 -0.2 -0.1 0.0 0.358
C 7.84550 1.71664 2.37516 0.4 -0.3 -1.2 -1.545
C 6.49269 1.27210 2.86750 -1.1 -0.1 0.7 0.853
C 6.52891 0.92953 4.35449 0.6 1.5 -0.5 -1.053
N 5.20037 0.89263 5.04004 -0.1 -1.0 0.7 0.410
C 4.26046 -0.05675 4.37534 0.7 -0.9 0.3 -0.858
C 4.52658 2.25508 5.25765 0.2 -0.5 -0.5 -0.479
C 3.61902 2.06399 6.45650 0.0 -0.2 0.4 0.205
C 4.27231 0.95207 7.30561 0.1 -0.1 0.0 -0.988
C 5.44199 0.43284 6.47273 -0.1 0.7 0.0 -0.548
H 8.58180 0.90910 2.34657 -0.1 0.0 0.4 0.390
H 8.27248 2.56735 2.90157 -0.2 0.0 0.2 0.392
H 7.75831 1.98321 1.31906 -0.1 0.2 0.1 0.357
H 6.06218 0.45546 2.27878 0.3 -0.1 -0.1 -0.039
H 5.74892 2.06877 2.76778 0.3 0.2 -0.2 -0.145
H 7.02707 1.79838 4.79350 0.1 -0.2 0.3 0.442
H 7.14251 0.05930 4.58149 -0.4 -0.3 0.1 0.387
H 3.59603 -0.44724 5.14399 -0.7 0.6 -0.3 0.593
H 4.79633 -0.97184 4.08752 0.4 0.4 0.0 0.366
H 3.83944 0.38236 3.47605 -0.4 0.2 0.3 -0.135
H 4.01819 2.47599 4.32311 -0.1 0.4 0.1 0.115
H 5.32651 2.96309 5.46473 0.0 0.0 -0.1 0.462
H 2.62024 1.77153 6.15316 -0.1 0.1 -0.1 -0.527
H 3.55414 2.97546 7.04334 -0.2 0.2 -0.2 0.711
H 3.57568 0.15666 7.56846 -0.1 0.0 -0.1 0.419
H 4.65722 1.33011 8.25053 0.0 0.0 0.0 0.303
H 5.56498 -0.64517 6.52036 0.3 0.0 -0.2 0.400
H 6.34624 0.97896 6.73327 0.2 -0.4 0.3 0.511
C -0.02746 -3.43430 5.34013 -0.4 -0.4 0.1 -1.406
C 0.40823 -4.90981 5.33709 -1.4 0.2 0.2 0.238
C 1.44509 -5.23686 6.38804 -0.2 -1.0 0.0 -0.875
N 1.97260 -6.65862 6.20957 1.2 0.6 -0.1 0.318
C 2.87506 -6.59541 5.00963 -0.5 -0.6 -0.6 -0.953
C 0.92342 -7.71277 6.09696 -1.3 -0.2 0.3 -0.653
C 1.44341 -8.96760 6.83470 -0.5 0.8 -0.7 -0.683
C 2.88493 -8.60397 7.21310 -0.7 -1.1 0.4 -0.738
C 2.82993 -7.10466 7.38455 0.6 -0.2 -0.5 -0.465
H -0.81322 -3.28679 6.08348 0.4 0.2 0.3 0.475
H -0.54290 -3.19351 4.40973 0.4 0.1 -0.2 0.212
H 0.80343 -2.75745 5.53450 -0.1 0.2 -0.2 0.277
H 0.61091 -5.23869 4.32661 0.7 0.1 0.0 0.068
H -0.50044 -5.47166 5.57709 0.1 -0.1 0.1 0.270
H 1.01781 -5.23294 7.39129 -0.1 0.3 0.0 0.335
H 2.31853 -4.58936 6.35317 0.0 0.1 0.1 0.434
H 3.57495 -5.78006 5.14979 0.0 0.1 -0.1 0.396
H 2.23494 -6.46873 4.14224 0.2 0.3 -0.1 0.204
H 3.41673 -7.51857 4.82004 0.0 -0.1 0.5 0.419
H 0.56274 -7.86926 5.08160 0.7 0.1 -0.2 0.436
H 0.03020 -7.33204 6.59699 0.2 0.1 0.2 0.389
H 1.29410 -9.83380 6.19638 0.4 -0.2 0.1 0.342
H 0.80183 -9.08228 7.70605 0.3 -0.2 0.2 0.345
H 3.58638 -8.92213 6.44587 0.1 0.1 0.0 0.298
H 3.12603 -9.16161 8.11598 0.3 0.3 0.1 0.439
H 3.81561 -6.66993 7.23286 -0.1 0.3 0.4 0.333
H 2.38681 -6.78971 8.32594 -0.1 0.1 -0.1 0.453
C 1.97759 -0.50901 -7.01707 -0.7 -0.3 0.0 -1.251
C 2.21595 -0.63970 -8.51956 0.3 0.9 -0.2 -0.447
C 2.10347 0.70456 -9.22398 0.3 -0.3 -0.3 -1.085
N 2.51290 0.66808 -10.68343 0.4 1.8 0.8 0.374
C 1.60113 -0.16945 -11.49149 0.7 -0.9 -0.3 -1.042
C 2.38136 2.11583 -11.22142 -0.5 -0.7 -0.4 -0.595
C 3.45843 2.23121 -12.27618 0.0 0.0 0.3 -0.584
C 4.63577 1.55221 -11.58347 -0.4 0.6 0.6 -0.640
C 4.00799 0.35915 -10.86227 -0.4 -0.6 -1.5 -0.307
H 2.77944 0.04818 -6.53433 0.1 -0.2 0.0 0.369
H 1.88050 -1.51224 -6.60320 0.4 0.1 0.2 0.456
H 1.03831 -0.02018 -6.73964 0.0 0.1 -0.3 0.296
H 1.56935 -1.35993 -9.01717 0.1 -0.2 0.3 0.446
H 3.27092 -0.89770 -8.63327 -0.2 -0.7 -0.1 0.305
H 2.82780 1.37797 -8.76305 -0.3 0.3 0.1 0.484
H 1.09576 1.11951 -9.24731 0.0 0.1 0.4 0.443
H 0.56549 -0.02788 -11.20016 0.0 0.3 0.0 0.321
H 1.86756 -1.21875 -11.36851 -0.1 0.0 0.1 0.390
H 1.77974 0.08055 -12.53424 -0.3 0.0 0.0 0.444
H 1.36655 2.17139 -11.60939 0.0 0.4 0.1 0.307
H 2.51681 2.81064 -10.39711 0.1 0.0 0.0 0.399
H 3.17773 1.70457 -13.18850 0.0 0.1 -0.1 0.294
H 3.65663 3.27614 -12.50266 0.0 0.0 -0.2 0.382
H 5.44275 1.31708 -12.26994 0.1 -0.3 0.1 0.383
H 5.00912 2.22723 -10.80864 0.2 0.1 -0.2 0.308
H 3.98820 -0.49364 -11.54064 0.4 -0.3 0.4 0.259
H 4.49902 0.13425 -9.92459 -0.2 -0.2 0.1 0.330
C -1.85853 7.60107 -3.52773 -0.4 0.6 1.2 -1.382
C -0.49570 6.97337 -3.77121 -0.1 0.2 -1.4 -0.236
C -0.67179 5.48828 -4.04819 0.0 -0.5 -0.7 -0.562
N 0.57533 4.63659 -3.96131 -0.3 0.5 1.0 0.629
C 1.05370 4.74009 -2.54804 0.5 -0.1 0.0 -1.162
C 1.61744 5.04182 -4.97186 -0.2 0.0 0.4 -0.569
C 2.59253 3.87522 -5.00378 -0.3 0.3 -0.2 -0.942
C 1.66387 2.65833 -4.87852 -0.6 0.1 -1.0 0.859
C 0.34556 3.20368 -4.30564 -0.8 -0.8 0.7 -0.228
H -1.73501 8.56639 -3.03134 0.1 0.1 -0.3 0.397
H -2.47046 7.05200 -2.80548 0.1 -0.3 -0.2 0.283
H -2.46063 7.77844 -4.41529 0.2 -0.2 -0.2 0.386
H 0.25818 7.25532 -3.04168 -0.3 -0.3 0.4 0.443
H -0.14022 7.42607 -4.70454 0.2 0.0 0.1 0.289
H -0.99852 5.34109 -5.08158 -0.3 0.2 0.1 0.619
H -1.42632 5.02850 -3.40983 0.2 -0.1 0.2 -0.177
H 0.22702 4.67076 -1.84340 -0.2 -0.2 -0.3 0.222
H 1.50829 5.71478 -2.40745 0.3 -0.1 0.0 0.422
H 1.74257 3.92062 -2.37470 0.3 0.2 0.2 0.619
H 2.05443 5.99787 -4.69594 -0.1 0.0 -0.1 0.439
H 1.03642 5.12223 -5.89213 0.3 0.1 -0.2 0.413
H 3.30927 3.95545 -4.18810 0.0 -0.1 0.0 0.222
H 3.13228 3.92557 -5.94768 0.2 -0.2 0.1 0.514
H 2.10035 1.79853 -4.38068 0.0 0.2 0.4 -0.362
H 1.33461 2.30603 -5.86057 0.6 -0.1 -0.1 -0.114
H -0.03016 2.63837 -3.45394 0.2 0.3 0.3 -0.415
H -0.51104 3.15820 -4.98145 0.3 0.1 -0.4 0.403
N 4.32702 0.47635 -0.20250 0.4 2.4 -0.8 0.063
S 5.23555 0.48137 -1.52051 1.2 -2.6 -3.2 0.707
O 6.62475 0.68002 -1.39566 0.6 0.6 1.0 -0.582
O 4.61819 0.98676 -2.70784 -0.7 0.6 0.5 -0.505
F 5.20057 -1.09969 -1.80056 -0.7 -0.4 0.7 -0.331
S 4.18955 2.12639 -0.01697 -0.7 -0.7 2.7 0.569
O 3.13249 2.73272 -0.74021 -0.5 -0.1 -0.4 -0.466
O 5.40822 2.81370 0.14756 0.6 0.1 -0.3 -0.483
F 3.63320 1.99805 1.48011 -0.2 0.1 -0.2 -0.254
N -2.19878 2.75883 -1.97085 -0.9 -1.2 -0.5 -0.192
S -3.28762 3.47206 -1.08432 0.9 1.3 1.6 0.713
O -3.55378 2.72863 0.10541 -0.4 0.0 0.3 -0.147
O -4.31721 4.08356 -1.81652 -1.3 0.2 -0.5 -0.666
F -2.41243 4.69250 -0.60002 0.3 -0.2 0.1 -0.325
S -3.02110 1.64650 -2.80193 2.3 -0.9 -2.2 0.825
O -3.43053 2.08248 -4.08687 -0.6 0.5 0.0 -0.688
O -3.79339 0.65714 -2.12463 -0.3 0.3 0.9 -0.446
F -1.68937 0.80808 -3.19649 0.0 -0.1 0.2 -0.237
N 1.38282 2.29688 3.93833 -2.3 -0.8 0.9 0.057
S 1.01339 3.83949 3.96677 1.4 3.2 -0.5 0.929
O 1.51959 4.53428 5.09854 0.0 -0.3 0.3 -0.623
O -0.28832 4.20087 3.49256 0.0 -0.7 -0.2 -0.509
F 2.00446 4.31022 2.80711 -0.2 -0.5 -0.1 -0.266
S 0.03578 1.65631 4.64339 1.5 -1.1 -0.4 0.850
O -0.91748 1.17567 3.70584 -0.5 -0.3 -0.8 -0.613
O -0.44920 2.28205 5.81254 0.0 0.3 0.5 -0.667
F 0.74618 0.32078 5.14603 0.1 -0.2 0.0 -0.205
N 2.32774 -4.10036 0.38777 -1.4 -0.4 -0.9 -0.021
S 1.38450 -4.88754 1.39058 -0.1 0.1 1.8 0.811
O 1.59212 -6.28654 1.44699 0.3 -0.5 0.0 -0.611
O 0.03668 -4.43606 1.52201 0.0 0.5 -0.1 -0.517
F 2.08983 -4.32922 2.74184 0.1 0.2 -0.3 -0.229
S 1.86189 -4.65300 -1.09144 1.8 0.2 -1.0 0.963
O 0.49019 -4.47535 -1.41016 -0.2 0.3 0.2 -0.480
O 2.54061 -5.84061 -1.43395 -0.2 -0.5 0.0 -0.565
F 2.65922 -3.55776 -1.92193 -0.2 0.4 0.2 -0.179
```
Forces are in eV/Å.